Record 1
{"formula": "C5H7N3", "method": "the ωB97M-V functional and the def2-TZVPD basis", "elements": ["C", "C", "C", "C", "C", "H", "H", "H", "H", "H", "H", "H", "N", "N", "N"], "xyz": [[-1.199285, -0.681459, -0.651327], [-0.249562, -0.248362, -1.491515], [0.563148, 0.809162, -1.271418], [0.565014, 1.700169, -0.061815], [0.086982, -1.247117, 1.300461], [-1.625272, 0.140892, -0.054758], [-2.084242, -1.168953, -1.169036], [-0.204630, -0.730719, -2.466002], [1.343442, 1.069426, -1.954931], [0.506622, 2.767881, -0.128633], [0.984343, -0.057284, 2.653981], [0.404513, -1.991917, 2.075636], [0.760443, 1.268414, 1.200069], [0.889947, -0.057150, 1.632151], [-0.741464, -1.572983, 0.387137]], "forces_ev_per_a": [[-6.01, -1.40, 4.32], [4.97, 3.30, -4.42], [-0.67, -0.15, 0.75], [0.81, -3.90, 3.39], [0.45, 0.33, -0.38], [-0.22, 0.21, -0.49], [1.13, 0.39, 0.56], [0.51, -0.05, 0.11], [0.12, 0.12, -0.71], [0.13, 0.35, -0.15], [0.13, 0.29, -0.75], [-0.64, 0.43, -0.76], [-1.04, 1.35, -2.37], [-1.14, -0.38, -1.06], [1.48, -0.88, 1.97]], "mulliken_charge": [-0.670, -0.085, -0.354, -0.277, 0.175, 0.376, 0.280, 0.306, 0.382, 0.406, 0.263, 0.287, -0.462, -0.138, -0.490], "smiles": "C1=C\\C/N=C\\N\\N=C/1", "relative_energy_kcal_mol": 96.4, "e_homo_ev": -8.68, "largest_force_ha_per_bohr": 0.147, "gap_ha": 0.3355}

---

Record 2
{"formula": "C2H3O3PS", "method": "the ωB97M-V functional and the def2-TZVPD basis", "elements": ["C", "C", "O", "O", "O", "P", "S", "H", "H", "H"], "xyz": [[-0.479164, -0.166232, -0.470238], [0.605978, 0.733724, -0.948627], [-1.601569, -1.584014, 1.721630], [-0.232768, 0.540566, 2.069824], [0.988133, -1.585552, 1.264753], [-0.323160, -0.839242, 1.445693], [-1.628898, -0.401738, -1.592687], [0.098166, 1.605721, -1.531486], [1.286864, 0.482631, -1.756303], [1.286419, 1.214136, -0.202560]], "forces_ev_per_a": [[0.63, -0.52, 0.76], [0.63, 3.60, -0.55], [0.25, -0.41, 0.04], [0.22, 0.10, 0.31], [-0.24, -0.19, 0.28], [-0.10, 0.99, -1.45], [-1.04, -0.54, -0.46], [0.52, -0.99, 1.20], [-0.03, -1.36, -0.14], [-0.85, -0.66, 0.01]], "mulliken_charge": [0.238, -1.044, -0.734, -0.752, -0.754, 0.716, -0.498, 0.240, 0.313, 0.274], "charge": -2, "smiles": "CC(=S)P(=O)([O-])[O-]", "relative_energy_kcal_mol": 20.5, "e_homo_ev": 0.31, "largest_force_ha_per_bohr": 0.072, "gap_ha": 0.2027}

---

Record 3
{"formula": "C9H10N3", "method": "the ωB97M-V functional and the def2-TZVPD basis", "elements": ["C", "C", "C", "C", "C", "C", "C", "C", "C", "N", "N", "N", "H", "H", "H", "H", "H", "H", "H", "H", "H", "H"], "xyz": [[1.822169, 3.982142, 1.314417], [-0.268968, -0.758927, -0.542168], [-0.788610, -0.223231, 0.779703], [0.690186, 0.061201, -1.072745], [0.494076, 1.629868, 0.541109], [1.139560, 3.313119, 2.298174], [-0.844683, -2.011628, -1.112670], [-1.713699, -1.080358, 1.564556], [1.339866, -0.439008, -2.350488], [-0.343443, 0.929845, 1.220008], [1.049581, 1.225123, -0.608429], [1.032622, 2.753520, 1.120096], [0.930323, 3.050026, 3.250235], [-1.038901, -2.737117, -0.182689], [-1.743470, -1.653572, -1.535039], [-0.120152, -2.577587, -1.712758], [-2.012254, -0.632117, 2.488131], [-2.605382, -1.149906, 0.918168], [-1.451480, -2.235804, 1.640223], [2.130212, -1.187112, -2.199396], [0.566077, -0.747948, -3.017665], [1.736371, 0.489469, -2.800774]], "forces_ev_per_a": [[-1.69, -1.51, 1.46], [-1.81, 0.72, 3.92], [1.47, -1.55, -1.90], [1.10, -1.09, -2.42], [2.15, 0.05, -1.84], [2.55, 3.03, -1.41], [1.87, -1.48, 3.40], [-0.46, -1.84, -1.01], [0.53, 2.19, 0.27], [-2.48, -0.76, 2.53], [0.79, 1.28, 0.30], [-0.84, -1.59, -3.14], [-0.81, -0.56, 2.94], [-0.03, 1.54, -2.25], [-1.28, -0.51, -1.03], [-0.66, 0.51, -0.41], [0.06, 0.05, 0.62], [-0.11, 0.08, 0.30], [0.01, 2.66, 0.18], [-0.38, 0.20, -0.05], [-0.35, -0.72, -0.48], [0.37, -0.71, 0.02]], "mulliken_charge": [0.020, 0.274, 0.967, 0.803, 0.219, -0.039, -1.482, -1.333, -1.275, -0.510, -0.513, 0.128, 0.430, 0.237, 0.399, 0.460, 0.362, 0.395, 0.295, 0.314, 0.468, 0.382], "charge": 1, "relative_energy_kcal_mol": 52.1, "s_squared": 2.04, "multiplicity": 3, "e_homo_ev": [-12.66, -13.33], "largest_force_ha_per_bohr": 0.085, "gap_ha": [0.3089, 0.1660]}